Molecular formula: C26H78O13
Method: DFT, the ωB97M-V functional and the def2-TZVPD basis

```
117
Properties=species:S:1:pos:R:3:mulliken_charge:R:1
C 0.609 0.785 -0.458 0.1573
C -0.318 0.323 0.575 1.4837
O -1.602 0.229 0.071 -0.4101
H 0.890 -0.005 -1.155 -0.8331
H 1.544 1.139 -0.023 -0.3473
H 0.296 1.609 -1.098 0.3398
H -0.317 1.137 1.301 -0.4139
H 0.013 -0.573 1.099 -0.0653
H -2.093 -0.282 0.719 -0.0861
C 4.176 -1.512 3.166 -1.4710
C 2.938 -0.803 2.591 0.6195
O 2.108 -1.735 1.888 -0.6490
H 3.880 -2.340 3.810 0.4128
H 4.797 -0.789 3.695 0.4059
H 4.733 -1.845 2.291 0.2812
H 3.212 0.040 1.957 -0.2883
H 2.282 -0.359 3.340 0.2558
H 1.822 -2.447 2.465 0.2383
C 3.469 -0.218 -3.575 -1.0553
C 2.310 -0.139 -4.541 0.0148
O 1.635 1.014 -4.078 -0.4355
H 3.089 -0.162 -2.554 -0.0947
H 4.210 0.562 -3.752 0.4690
H 4.098 -1.106 -3.625 0.4436
H 1.670 -1.021 -4.517 0.0743
H 2.686 0.058 -5.545 0.3874
H 0.836 1.106 -4.603 0.3549
C -1.899 -2.968 1.370 0.0158
C -2.982 -2.424 2.291 -0.4679
O -3.106 -1.020 2.027 -0.3950
H -2.044 -2.680 0.329 -0.0980
H -1.843 -4.056 1.409 0.5387
H -0.905 -2.591 1.609 -0.4671
H -2.763 -2.642 3.336 0.3550
H -3.981 -2.756 2.010 0.3706
H -3.867 -0.742 2.541 0.1606
C 5.279 0.606 -0.138 -0.4372
C 6.111 -0.663 -0.328 -0.5868
O 5.575 -1.605 -1.293 -0.5014
H 5.303 1.082 -1.118 0.3272
H 5.792 1.264 0.563 0.4648
H 4.254 0.454 0.201 -0.2666
H 6.206 -1.158 0.638 0.2503
H 7.098 -0.392 -0.703 0.3843
H 4.763 -1.917 -0.888 0.4609
C -5.320 1.548 -0.290 -0.8328
C -4.349 2.483 0.411 0.3648
O -5.137 3.478 1.044 -0.5814
H -5.898 0.958 0.421 0.2714
H -4.712 0.853 -0.869 0.0264
H -6.012 2.032 -0.979 0.3919
H -3.678 2.941 -0.316 0.2065
H -3.664 2.008 1.114 -0.1282
H -4.589 3.959 1.669 0.3103
C -1.548 -2.206 -4.349 -1.7647
C -1.188 -1.120 -3.303 2.1481
O -2.107 -1.303 -2.243 -0.1097
H -1.529 -3.182 -3.863 0.4022
H -0.861 -2.283 -5.192 0.4066
H -2.581 -2.100 -4.680 0.3772
H -1.324 -0.143 -3.766 -0.2502
H -0.143 -1.223 -3.012 -0.9409
H -1.848 -0.669 -1.570 -0.0208
C 1.215 -3.877 -0.846 -1.1741
C 2.161 -2.937 -1.532 0.5289
O 3.088 -2.554 -0.564 -0.6072
H 1.713 -4.694 -0.325 0.3939
H 0.544 -4.408 -1.521 0.4641
H 0.580 -3.382 -0.112 -0.0050
H 1.569 -2.133 -1.969 -0.5230
H 2.656 -3.495 -2.326 0.4458
H 2.729 -2.154 0.232 0.3339
C 3.069 3.428 1.235 -0.7125
C 2.050 4.217 0.526 0.0575
O 1.442 4.988 1.517 -0.5624
H 3.836 4.070 1.669 0.5554
H 3.618 2.876 0.473 0.0270
H 2.687 2.712 1.963 0.1055
H 1.360 3.515 0.059 -0.0625
H 2.437 4.845 -0.276 0.2894
H 2.085 5.557 1.947 0.2816
C -1.631 3.364 4.685 -1.1798
C -1.034 3.403 3.275 0.8575
O -0.970 4.754 2.887 -0.5779
H -2.682 3.624 4.813 0.3018
H -1.081 4.023 5.358 0.3520
H -1.546 2.346 5.066 0.2471
H -1.719 2.918 2.579 -0.3335
H -0.105 2.832 3.264 -0.0123
H -0.182 4.956 2.377 0.4296
C -1.203 3.046 -4.199 -0.4331
C -1.386 2.310 -5.544 -0.4378
O -0.176 1.636 -5.892 -0.5835
H -0.332 3.701 -4.214 0.3181
H -0.981 2.275 -3.461 -0.2180
H -2.096 3.596 -3.901 0.4009
H -1.564 2.989 -6.377 0.3685
H -2.123 1.517 -5.417 0.2297
H 0.441 2.299 -6.211 0.2918
C -5.018 -2.517 -0.528 -0.3070
C -5.205 -2.940 -1.943 -0.4541
O -3.919 -3.540 -2.291 -0.5771
H -4.186 -1.818 -0.435 -0.1975
H -4.796 -3.376 0.106 0.2258
H -5.911 -2.027 -0.139 0.4032
H -5.460 -2.131 -2.628 0.2392
H -6.063 -3.612 -1.956 0.3719
H -3.273 -2.829 -2.272 0.2383
C -0.247 -1.220 4.668 0.0047
C 0.719 -1.607 5.794 -0.4459
O 0.538 -0.628 6.778 -0.5637
H -0.265 -0.161 4.414 0.0479
H -1.244 -1.620 4.856 0.4363
H 0.184 -1.613 3.747 -0.2641
H 1.767 -1.484 5.520 0.1214
H 0.610 -2.615 6.194 0.3673
H -0.178 -0.919 7.347 0.3225
```

Calculated values
**HOMO-LUMO gap**: 9.9582 eV
**LUMO**: 0.3166 eV
**2S+1**: 1
**HOMO energy**: -0.3543 Eh
**Energy relative to the best compared isomer or geometry (same formula, charge and spin)**: 276.4 kJ/mol
**Net charge**: 0